Arrangement A

The following is a DFT calculation (wB97M-V/def2-TZVPD) of 2 unconnected molecules or ions with the total composition C2H9N3O.

Computed properties:
net charge: 0
lowest unoccupied orbital energy: 0.7724 eV
HOMO-LUMO gap: 9.9 eV

Geometry as XYZ:
```
15
C2H9N3O | OMol25 | wB97M-V/def2-TZVPD
C 1.142 0.551 1.614
N 1.065 1.126 0.275
C 0.168 0.673 -0.637
N 0.302 1.280 -1.913
N -0.699 -0.220 -0.350
H 0.608 -0.393 1.599
H 0.751 1.240 2.357
H 2.187 0.320 1.857
H 1.753 1.770 -0.074
H 0.455 2.277 -1.855
H -0.534 1.095 -2.447
H -1.186 -0.537 -1.187
H -2.291 -2.777 1.358
H -1.477 -2.078 0.275
O -1.624 -2.943 0.686
```

These are the Löwdin partial charges, in e, on atoms 1 to 5:
1. C -0.073
2. N -0.023
3. C -0.570
4. N 0.103
5. N 0.089

Arrangement B

The following is a DFT calculation (wB97M-V/def2-TZVPD) of 2 unconnected molecules or ions with the total composition C2H9N3O.

Computed properties:
net charge: 0
lowest unoccupied orbital energy: 0.7834 eV
HOMO-LUMO gap: 10.1 eV

Geometry as XYZ:
```
15
C2H9N3O | OMol25 | wB97M-V/def2-TZVPD
N 1.298 -1.974 0.201
C 1.851 -0.626 0.129
O 1.684 0.128 1.303
H 1.945 -2.539 0.722
H 0.413 -1.950 0.686
H 2.921 -0.709 -0.048
H 1.409 -0.134 -0.746
N -2.247 1.043 -1.255
C -1.443 0.634 -0.234
N -1.087 1.332 0.777
H -2.808 1.855 -1.101
H -2.512 0.356 -1.927
H -1.157 -0.411 -0.302
H 0.874 0.668 1.230
H -1.139 2.327 0.564
```

These are the Löwdin partial charges, in e, on atoms 1 to 5:
1. N 0.010
2. C -0.377
3. O -0.083
4. H 0.055
5. H 0.051

Stability check: which of them is most stable? arrangement A.